A single C6H9NO molecule at a distorted geometry. Source: the Open Molecules 2025 dataset; level of theory: ωB97M-V/def2-TZVPD.

The geometry in ORCA input format:
```
! wB97M-V def2-TZVPD RIJCOSX def2/J DEFGRID3
* xyz 0 1
C 3.2451 0.1575 -0.4338
C 2.0226 0.1527 -0.1011
C 0.6864 0.4450 0.1435
N -0.4448 -0.4317 0.1702
C -0.2007 -1.7989 0.2950
C -1.7833 0.0083 0.1574
C -2.0313 1.4971 -0.0467
O -2.6688 -0.7968 0.1963
H 3.5309 0.2121 -1.3915
H 4.0662 0.2048 0.2975
H 0.4378 1.4164 0.3017
H -1.1080 -2.3428 0.5359
H 0.1204 -2.2124 -0.6410
H 0.4715 -2.1036 1.0774
H -1.8214 1.7745 -1.0406
H -3.0558 1.5980 -0.0432
H -1.4667 2.2202 0.5230
*
```

Results
SMILES   C=C=CN(C)C(C)=O
Relative energy (zero: lowest compared OMol25 entry of this formula, charge and spin)   58.9 kcal per mole
Gap between HOMO and LUMO   9.165 eV
E_LUMO   0.0300 Eh
Strongest force on any atom   0.13326 hartree/bohr

Atom-resolved charges from natural (NBO), all expressed in e: -0.436, 0.022, -0.077, -0.444, -0.427, 0.702, -0.723, -0.591, 0.206, 0.212, 0.206, 0.244, 0.195, 0.203, 0.236, 0.243, 0.226


A molecular structure, C48H45N5P2S5Se2Ti at a distorted geometry. Source: the Open Molecules 2025 dataset; level of theory: ωB97M-V/def2-TZVPD.

The geometry in ORCA input format:
```
! wB97M-V def2-TZVPD RIJCOSX def2/J DEFGRID3
* xyz 2 1
Ti 2.0066 -0.8555 0.3028
C 4.8448 -3.2630 -0.2915
C 3.9995 -3.4244 -1.5391
S 3.2851 -1.8980 -2.1980
C 4.7141 -1.1521 -3.0658
C 5.2643 0.1596 -2.5033
S 5.3645 -0.0224 -0.7182
C 5.6903 1.6237 -0.0635
C 4.8321 1.9253 1.1849
S 3.7177 0.6799 1.8965
C 4.7663 -0.5015 2.7907
C 5.2478 -1.7140 2.0108
S 3.9069 -2.5712 1.1138
H 5.6940 -2.6050 -0.4708
H 5.2207 -4.2375 0.0240
H 3.1431 -4.0704 -1.3536
H 4.5948 -3.8990 -2.3214
H 4.3697 -0.9785 -4.0862
H 5.4958 -1.9088 -3.1141
H 4.6131 0.9967 -2.7585
H 6.2506 0.3377 -2.9316
H 5.4612 2.3592 -0.8349
H 6.7482 1.7160 0.1792
H 4.1324 2.7310 0.9585
H 5.4556 2.2733 2.0088
H 4.1563 -0.8120 3.6387
H 5.6243 0.0430 3.1879
H 5.6807 -2.4306 2.7107
H 6.0099 -1.4427 1.2836
Se -2.8449 3.4973 -1.3349
P -3.3494 1.7851 -0.2343
C -3.9579 2.1362 1.4396
C -4.9052 1.3222 2.0508
C -5.3806 1.6425 3.3146
C -4.9039 2.7668 3.9729
C -3.9418 3.5702 3.3729
C -3.4751 3.2624 2.1056
C -4.5750 0.7147 -1.0067
C -5.7960 1.3100 -1.3231
C -6.7911 0.5674 -1.9302
C -6.5698 -0.7692 -2.2374
C -5.3538 -1.3602 -1.9351
C -4.3535 -0.6228 -1.3179
C -1.8978 0.7589 0.0905
C -0.5767 0.8941 -0.2573
N 0.0964 -0.1284 0.3491
N -0.8215 -0.8592 1.0066
N -1.9903 -0.3452 0.8798
P 0.3158 2.0252 -1.3105
Se 2.3768 1.2479 -1.1181
C 0.3506 3.6669 -0.5832
C 0.2849 3.6921 0.8100
C 0.3609 4.8963 1.4854
C 0.5162 6.0803 0.7779
C 0.6104 6.0522 -0.6050
C 0.5330 4.8496 -1.2893
C -0.1833 1.7552 -3.0119
C -0.1851 0.4117 -3.3938
C -0.5318 0.0621 -4.6859
C -0.8613 1.0485 -5.6050
C -0.8527 2.3824 -5.2278
C -0.5214 2.7412 -3.9315
H -5.2926 0.4543 1.5336
H -6.1412 1.0267 3.7729
H -5.2960 3.0292 4.9456
H -3.5892 4.4590 3.8768
H -2.7680 3.9153 1.6080
H -5.9627 2.3580 -1.1038
H -7.7363 1.0309 -2.1706
H -7.3469 -1.3473 -2.7163
H -5.1832 -2.3995 -2.1769
H -3.4154 -1.1000 -1.0737
H 0.1562 2.7690 1.3662
H 0.2971 4.9159 2.5645
H 0.5714 7.0224 1.3036
H 0.7437 6.9701 -1.1584
H 0.6189 4.8592 -2.3638
H 0.0853 -0.3687 -2.6840
H -0.5433 -0.9785 -4.9752
H -1.1316 0.7763 -6.6154
H -1.1218 3.1493 -5.9392
H -0.5760 3.7803 -3.6514
S 1.6195 -1.5120 2.7193
C 0.4000 -0.4647 3.3925
N -0.7152 -1.0691 3.8588
C -1.7779 -0.4141 4.3542
C -1.7573 0.9556 4.4282
C -0.6114 1.6231 3.9982
C 0.4695 0.9208 3.4996
H -0.7709 -2.0742 3.7209
H -2.6153 -1.0245 4.6580
H -2.6168 1.4882 4.8030
H -0.5710 2.7025 4.0559
H 1.3727 1.4188 3.1762
N -2.6542 -9.5256 -0.3529
C -2.0897 -8.5282 -0.3628
C -1.3830 -7.2787 -0.3760
C -1.6797 -6.3309 -1.3537
C -1.0061 -5.1250 -1.3627
C -0.0321 -4.8644 -0.3949
C 0.2635 -5.8217 0.5799
C -0.4112 -7.0266 0.5901
C 0.6612 -3.6177 -0.3899
C 1.2529 -2.5518 -0.3904
H -2.4325 -6.5464 -2.0976
H -1.2266 -4.3813 -2.1157
H 1.0197 -5.6119 1.3244
H -0.1924 -7.7748 1.3376
*
```

Results
Relative energy (zero: lowest compared OMol25 entry of this formula, charge and spin)   0.0 kcal per mole
Gap between HOMO and LUMO   5.978 eV
E_LUMO   -0.2298 Eh
Strongest force on any atom   0.02966 hartree/bohr

Löwdin atomic charge list, values in e, 99 entries: 0.376, -0.459, -0.487, 0.848, -0.467, -0.513, 0.829, -0.465, -0.493, 0.770, -0.491, -0.473, 0.827, 0.046, 0.100, 0.065, 0.100, 0.088, 0.088, 0.040, 0.096, 0.084, 0.084, 0.058, 0.089, 0.054, 0.102, 0.101, 0.039, 0.452, 0.560, -0.339, -0.068, -0.066, -0.082, -0.083, -0.106, -0.367, -0.094, -0.056, -0.059, -0.068, -0.079, -0.376, -0.420, -0.188, -0.041, 0.066, 0.775, 0.585, -0.424, -0.114, -0.062, -0.046, -0.045, -0.086, -0.374, -0.098, -0.053, -0.045, -0.047, -0.096, 0.112, 0.113, 0.114, 0.111, 0.071, 0.110, 0.114, 0.113, 0.107, 0.089, 0.084, 0.107, 0.117, 0.119, 0.101, 0.096, 0.114, 0.117, 0.119, 0.084, 0.682, -0.630, 0.080, -0.014, -0.012, -0.004, -0.066, 0.161, 0.148, 0.107, 0.121, 0.076, 0.188, -0.169, -0.211, -0.004, -0.006


A single C6H5N3O molecule at a distorted geometry. Source: the Open Molecules 2025 dataset; level of theory: ωB97M-V/def2-TZVPD.

The geometry in ORCA input format:
```
! wB97M-V def2-TZVPD RIJCOSX def2/J DEFGRID3
* xyz 0 1
C 1.9735 0.8925 0.0757
C -1.5082 1.1293 0.4655
C -0.2980 1.1065 0.9937
C -1.8054 0.3747 -0.7819
C 0.4202 -1.1946 0.3250
C 0.8031 0.2943 0.3981
N 2.8742 1.5190 -0.2854
N -0.9869 0.0991 -1.6881
N 1.2084 -1.8751 -0.4973
O -0.4098 -1.6661 1.0097
H -2.2751 1.7611 1.0036
H -0.2558 1.6580 1.8674
H -2.8227 0.4098 -1.1028
H 2.0128 -1.6731 -1.0691
H 1.0696 -2.8355 -0.7142
*
```

Results
Relative energy (zero: lowest compared OMol25 entry of this formula, charge and spin)   94.9 kcal per mole
Gap between HOMO and LUMO (alpha / beta)   8.131 / 8.602 eV
E_LUMO (alpha / beta)   -0.0691 / -0.0234 Eh
Strongest force on any atom   0.07884 hartree/bohr

Atom-resolved charges from natural (NBO), all expressed in e: 0.195, -0.205, -0.167, -0.073, 0.661, -0.106, -0.240, -0.170, -0.815, -0.573, 0.234, 0.229, 0.219, 0.412, 0.398